[1]
DFT (the ωB97M-V functional and the def2-TZVPD basis) results for a structure of composition C8H24FeNO11 at a distorted geometry.

Atoms and positions in Å:
Fe 1.128 -3.849 1.189
N -0.285 -0.813 0.647
O -1.196 -0.302 1.214
O 0.235 -1.844 0.987
O 0.160 -0.198 -0.335
C -0.215 -0.405 6.250
C -0.016 -0.170 4.774
O -0.494 -1.142 3.813
O -1.674 -0.525 6.468
H 0.344 0.342 6.813
H 0.260 -1.361 6.468
H 1.042 -0.093 4.524
H -0.395 0.821 4.524
H -0.851 -0.798 2.990
H -1.840 -1.333 6.958
C 2.305 -4.125 -3.036
C 2.493 -3.503 -1.664
O 1.303 -3.863 -0.901
O 1.206 -3.551 -3.730
H 2.165 -5.204 -3.106
H 3.249 -4.063 -3.578
H 2.577 -2.418 -1.728
H 3.423 -3.742 -1.147
H 0.599 -3.991 -1.540
H 1.246 -4.006 -4.575
C -2.093 2.968 -0.337
C -0.926 3.433 0.542
O -1.302 4.266 1.762
O -2.923 1.988 0.359
H -1.904 2.525 -1.315
H -2.782 3.756 -0.639
H -0.145 3.890 -0.065
H -0.525 2.553 1.044
H -2.142 3.973 2.122
H -2.415 1.183 0.480
C 0.341 1.360 -3.294
C -0.109 2.203 -4.501
O -1.335 2.840 -4.358
O 0.637 2.151 -2.193
H 1.290 0.897 -3.566
H -0.376 0.598 -2.991
H -0.210 1.692 -5.458
H 0.663 2.909 -4.805
H -1.148 3.415 -3.612
H 0.634 1.537 -1.455

Output
Frontier orbital gap (spin up / spin down), eV: 7.93 / 7.74
E_HOMO (spin up / spin down), eV: -8.40 / -9.41
<S²>: 8.75
Multiplicity: 6
Net charge: 0
DFT total energy, eV: -67075.311

[2]
DFT (the ωB97M-V functional and the def2-TZVPD basis) results for an isolated molecule of C19H30N6 at a distorted geometry.

Atoms and positions in Å:
C 2.508 2.808 -2.584
C 1.850 2.611 -1.224
C 0.482 1.945 -1.360
H -0.170 2.590 -1.949
H 0.580 1.010 -1.909
C -0.190 1.678 0.008
C -1.642 2.034 -0.061
N -2.310 2.167 -1.187
N -3.559 2.456 -0.863
N -3.699 2.509 0.392
N -2.516 2.254 0.959
C -2.411 2.205 2.414
C -1.155 2.934 2.894
H -1.037 3.883 2.375
H -1.249 3.138 3.958
H -0.267 2.326 2.749
C -3.652 2.895 2.985
H -4.556 2.407 2.634
H -3.624 2.851 4.071
H -3.686 3.936 2.674
C -2.379 0.737 2.844
H -3.283 0.229 2.518
H -2.315 0.674 3.927
H -1.516 0.241 2.407
N -0.101 0.337 0.565
C -0.766 -0.749 -0.131
C 0.145 -1.587 -1.038
N 1.317 -2.019 -0.305
C 1.981 -3.174 -0.705
C 3.368 -3.229 -0.867
C 3.996 -4.416 -1.197
C 3.265 -5.574 -1.384
C 1.889 -5.533 -1.229
C 1.255 -4.356 -0.890
H 0.185 -4.354 -0.748
H 1.303 -6.431 -1.364
H 3.759 -6.498 -1.646
H 5.069 -4.428 -1.320
H 3.967 -2.339 -0.752
C 2.062 -0.883 0.186
H 2.924 -1.233 0.757
C 1.155 -0.090 1.139
H 1.692 0.780 1.524
H 0.916 -0.751 1.983
H 2.415 -0.241 -0.637
H -0.415 -2.450 -1.393
H 0.447 -1.002 -1.922
H -1.589 -0.347 -0.722
H -1.178 -1.419 0.635
H 0.284 2.343 0.739
H 1.731 3.582 -0.737
H 2.504 2.005 -0.591
H 3.471 3.301 -2.476
H 2.666 1.850 -3.075
H 1.876 3.418 -3.225

Output
SMILES: CCC[C@@H](c1nnnn1C(C)(C)C)N1CCN(c2ccccc2)CC1
Frontier orbital gap, eV: 8.47
E_HOMO, eV: -7.87
Net charge: 0
DFT total energy, eV: -29129.540